# 1
This record from OMol25 describes a 2-piece molecular cluster, C4H5F3O overall in a non-equilibrium geometry. The level of theory is the ωB97M-V functional and the def2-TZVPD basis.

Geometry as XYZ:
```
13
Properties=species:S:1:pos:R:3:forces:R:3:lowdin_charge:R:1
C 2.344 -1.360 0.552 0.0303 -0.1846 -1.2464 0.04
C 1.161 -0.843 0.750 -2.3590 0.1589 1.6420 -0.14
C -0.042 -0.946 -0.125 3.6121 0.1464 -0.1979 -0.31
O -1.072 -1.126 0.425 -2.3054 -0.0924 -0.2299 0.08
H 2.915 -1.656 1.398 0.9076 0.1077 0.2823 0.06
H 2.644 -1.575 -0.473 0.2760 -0.2334 0.3181 0.07
H 0.714 -0.675 1.745 0.9292 0.0218 -0.0669 0.12
H 0.228 -0.961 -1.196 -0.9338 -0.0411 -0.4454 0.13
F -2.436 2.273 -1.654 -0.6365 -0.2675 0.8743 0.09
C -1.814 1.658 -0.600 -0.9155 11.3718 2.3103 -0.39
F -0.715 2.506 -0.336 -0.1400 -0.9660 -0.6203 0.03
F -2.471 1.800 0.520 -1.1837 -1.6019 -0.2964 0.17
H -1.456 0.907 -1.006 2.7187 -8.4196 -2.3238 0.06
```
Positions in Å, forces in eV/Å.

Values from the calculation:
Kohn-Sham gap   10.68 eV
Calculated total energy   -530.16073 a.u.
SMILES string   C=CC=O.FC(F)F

# 2
This record from OMol25 describes one molecule with the formula C3H8N4O4 in a non-equilibrium geometry. The level of theory is the ωB97M-V functional and the def2-TZVPD basis.

Geometry as XYZ:
```
19
Properties=species:S:1:pos:R:3:forces:R:3:lowdin_charge:R:1
C -1.462 -1.408 1.082 -1.3341 -1.8758 2.1591 -0.13
C -1.306 -0.548 -0.124 2.3926 -0.6550 -0.1518 -0.22
C 0.195 -0.353 -0.487 -2.6147 3.1229 1.1861 -0.10
N 0.344 0.594 -1.634 2.3106 -1.0341 -0.3993 -0.26
O 1.322 0.306 -2.418 -1.3861 1.0618 0.6557 -0.03
N -0.382 1.607 -1.528 -1.3132 0.4697 0.8694 0.03
O -0.069 2.622 -2.340 0.6125 0.5793 -1.4480 0.03
N 1.000 0.323 0.722 0.0798 -0.8814 -1.3691 -0.26
O 0.959 1.525 0.990 -0.3518 -0.8409 -0.0909 0.03
N 1.727 -0.598 1.195 0.7309 0.9151 1.0372 0.04
O 2.545 -0.059 2.237 1.3045 -1.6174 -1.6709 -0.05
H -1.648 -0.745 1.991 0.6650 -1.0871 -0.9101 0.09
H -0.581 -2.155 1.270 -1.7160 1.4383 -0.2727 0.10
H -2.461 -2.019 0.983 1.9940 0.9388 0.2491 0.10
H -1.779 -1.013 -0.956 -0.2284 -0.2384 -0.9752 0.11
H -1.715 0.397 0.023 -0.8526 1.5432 0.1884 0.08
H 0.651 -1.259 -0.694 1.1942 -1.3451 -0.5755 0.12
H -0.753 3.347 -2.336 0.5777 -1.6559 0.7180 0.15
H 3.413 -0.565 2.026 -2.0648 1.1620 0.8002 0.14
```
Positions in Å, forces in eV/Å.

Values from the calculation:
Kohn-Sham gap (spin up / spin down)   10.01 / 10.01 eV
Calculated total energy   -638.79156 a.u.
SMILES string   CCC(/[N+]([O-])=N/O)/[N+]([O-])=N/O

Question: calculated total energy of number 2 (C3H8N4O4)?
Answer: -638.79156 a.u.

Question: What is the formula in the second record?
Answer: C3H8N4O4

Please write out number 1 again, unchanged.
This record from OMol25 describes a 2-piece molecular cluster, C4H5F3O overall in a non-equilibrium geometry. The level of theory is the ωB97M-V functional and the def2-TZVPD basis.

Geometry as XYZ:
```
13
Properties=species:S:1:pos:R:3:forces:R:3:lowdin_charge:R:1
C 2.344 -1.360 0.552 0.0303 -0.1846 -1.2464 0.04
C 1.161 -0.843 0.750 -2.3590 0.1589 1.6420 -0.14
C -0.042 -0.946 -0.125 3.6121 0.1464 -0.1979 -0.31
O -1.072 -1.126 0.425 -2.3054 -0.0924 -0.2299 0.08
H 2.915 -1.656 1.398 0.9076 0.1077 0.2823 0.06
H 2.644 -1.575 -0.473 0.2760 -0.2334 0.3181 0.07
H 0.714 -0.675 1.745 0.9292 0.0218 -0.0669 0.12
H 0.228 -0.961 -1.196 -0.9338 -0.0411 -0.4454 0.13
F -2.436 2.273 -1.654 -0.6365 -0.2675 0.8743 0.09
C -1.814 1.658 -0.600 -0.9155 11.3718 2.3103 -0.39
F -0.715 2.506 -0.336 -0.1400 -0.9660 -0.6203 0.03
F -2.471 1.800 0.520 -1.1837 -1.6019 -0.2964 0.17
H -1.456 0.907 -1.006 2.7187 -8.4196 -2.3238 0.06
```
Positions in Å, forces in eV/Å.

Values from the calculation:
Kohn-Sham gap   10.68 eV
Calculated total energy   -530.16073 a.u.
SMILES string   C=CC=O.FC(F)F